# 1
{"formula": "C22H33ClF17N2O6PS", "method": "ωB97M-V with the def2-TZVPD basis set", "symbols": ["C", "P", "C", "C", "C", "C", "C", "F", "F", "C", "F", "F", "C", "F", "F", "C", "F", "F", "C", "F", "F", "C", "F", "F", "C", "F", "F", "C", "F", "F", "F", "O", "S", "O", "O", "O", "C", "Cl", "H", "H", "H", "H", "H", "H", "H", "H", "H", "H", "H", "C", "C", "C", "O", "C", "N", "H", "H", "H", "H", "H", "H", "H", "H", "H", "H", "H", "C", "C", "C", "O", "C", "N", "H", "H", "H", "H", "H", "H", "H", "H", "H", "H", "H"], "positions_angstrom": [[0.907, 0.239, -2.158], [1.325, 1.990, -2.472], [2.693, 1.985, -3.696], [2.060, 2.690, -0.906], [0.915, 3.094, 0.041], [0.051, 4.227, -0.513], [-1.249, 4.384, 0.257], [-1.314, 5.645, 0.769], [-1.360, 3.544, 1.309], [-2.533, 4.252, -0.600], [-2.484, 5.229, -1.530], [-3.603, 4.489, 0.175], [-2.667, 2.886, -1.341], [-1.773, 1.984, -0.883], [-2.394, 3.087, -2.646], [-4.072, 2.228, -1.295], [-4.075, 1.232, -2.199], [-4.961, 3.151, -1.714], [-4.490, 1.698, 0.121], [-3.529, 1.959, 1.034], [-5.596, 2.382, 0.497], [-4.885, 0.204, 0.198], [-5.790, -0.081, -0.763], [-5.489, 0.027, 1.397], [-3.751, -0.852, 0.121], [-4.362, -2.048, 0.287], [-3.162, -0.855, -1.091], [-2.617, -0.774, 1.185], [-1.694, 0.139, 0.838], [-3.081, -0.504, 2.402], [-2.014, -1.980, 1.208], [2.833, 3.890, -1.140], [4.174, 3.887, -0.233], [5.235, 3.550, -1.118], [4.258, 5.020, 0.606], [3.785, 2.637, 0.691], [3.021, 1.756, -0.172], [2.300, 0.528, 0.848], [1.764, -0.349, -1.834], [0.552, -0.200, -3.082], [0.117, 0.135, -1.426], [3.400, 1.194, -3.463], [2.272, 1.846, -4.681], [3.172, 2.954, -3.632], [1.335, 3.425, 0.984], [0.320, 2.211, 0.231], [0.595, 5.159, -0.455], [-0.138, 4.060, -1.567], [3.739, 1.281, -0.832], [3.703, -2.538, -4.454], [4.889, -1.698, -4.917], [6.103, -2.523, -5.365], [6.857, -3.089, -4.314], [6.342, -4.292, -3.774], [5.232, -0.738, -3.862], [3.848, -2.932, -3.448], [2.799, -1.929, -4.431], [3.524, -3.378, -5.128], [4.560, -1.127, -5.791], [6.792, -1.852, -5.884], [5.810, -3.298, -6.085], [5.867, -4.906, -4.543], [5.630, -4.096, -2.968], [7.179, -4.846, -3.352], [5.941, -0.099, -4.210], [5.703, -1.251, -3.121], [-2.871, -2.131, 5.226], [-2.698, -3.598, 5.606], [-3.963, -4.244, 6.189], [-4.254, -3.886, 7.525], [-4.909, -2.642, 7.690], [-1.547, -3.723, 6.504], [-2.843, -1.475, 6.095], [-2.063, -1.818, 4.566], [-3.815, -1.967, 4.702], [-2.464, -4.146, 4.688], [-3.808, -5.326, 6.211], [-4.834, -4.058, 5.547], [-5.604, -2.442, 6.870], [-4.193, -1.821, 7.774], [-5.473, -2.690, 8.621], [-1.353, -4.707, 6.666], [-1.825, -3.370, 7.415]], "atomic_forces_ev_per_a": [[0.9, -0.2, 0.4], [-1.2, 1.1, -1.3], [0.0, -0.5, 1.1], [-0.7, -0.5, 1.0], [0.0, 0.1, -0.4], [0.2, -0.5, 0.0], [0.0, 0.5, -0.1], [-0.1, 0.1, 0.1], [0.0, -0.2, 0.1], [0.5, 0.3, -0.1], [-0.1, -0.1, 0.0], [-0.2, -0.2, 0.1], [-0.1, -0.1, -0.6], [0.0, 0.1, 0.0], [0.0, 0.0, 0.2], [-0.1, 0.5, -0.2], [0.1, 0.1, 0.1], [0.1, -0.2, 0.1], [-0.8, 0.6, 0.2], [-0.3, -0.3, -0.2], [0.3, -0.3, -0.1], [-0.2, -0.3, 0.3], [0.3, 0.2, 0.2], [0.2, 0.1, -0.3], [0.0, -0.6, -0.1], [0.1, 0.3, 0.0], [-0.1, 0.1, 0.3], [0.6, -0.3, 0.1], [-0.4, -0.5, 0.3], [0.2, 0.0, -0.4], [-0.2, 0.6, 0.1], [0.5, -0.2, 0.2], [0.2, -0.1, -0.3], [0.0, -0.1, 0.2], [-0.3, 0.2, -0.1], [-0.1, 0.3, -0.6], [0.7, 0.1, 0.4], [0.0, 0.0, 0.0], [0.0, -0.2, 0.1], [-0.1, 0.2, -0.3], [-0.2, 0.1, 0.2], [0.4, -0.1, -0.3], [-0.1, 0.0, -0.2], [0.2, 0.2, -0.1], [0.2, -0.1, 0.3], [-0.2, -0.1, 0.1], [0.0, 0.3, 0.1], [-0.2, -0.1, -0.2], [-0.1, -0.2, -0.2], [-0.1, 0.0, -0.1], [-0.1, -0.1, 0.2], [0.1, 0.1, -0.2], [-0.1, -0.1, 0.0], [0.1, 0.1, 0.1], [0.1, 0.0, -0.1], [0.1, 0.0, 0.0], [0.0, 0.0, 0.0], [0.0, 0.0, 0.0], [0.1, 0.0, 0.0], [0.0, 0.0, 0.0], [-0.1, 0.0, 0.0], [0.0, 0.0, 0.0], [-0.1, -0.1, 0.0], [0.0, 0.0, 0.0], [-0.1, 0.1, 0.0], [-0.1, 0.0, 0.0], [0.0, 0.0, -0.1], [0.0, 0.2, 0.2], [0.0, -0.2, -0.1], [0.0, 0.1, 0.0], [0.1, -0.1, 0.2], [-0.1, -0.2, 0.0], [0.0, 0.0, 0.1], [0.0, 0.0, 0.0], [0.0, 0.0, 0.0], [0.0, -0.1, 0.0], [0.0, 0.0, 0.1], [0.0, 0.1, 0.0], [0.0, 0.0, 0.0], [0.0, 0.1, -0.1], [0.0, 0.0, 0.0], [0.1, 0.0, -0.1], [0.0, 0.1, 0.0]], "gap_ev": 9.140, "homo_ha": -0.3214, "e_tot_ev": -117456.691, "total_charge": 0}

=====

# 2
{"formula": "CH3N3O3", "method": "ωB97M-V with the def2-TZVPD basis set", "symbols": ["O", "N", "N", "N", "H", "O", "C", "O", "H", "H"], "positions_angstrom": [[-0.458, 4.167, -2.585], [-0.530, 3.567, -1.571], [-0.414, 3.388, -0.388], [-0.986, 2.327, -1.210], [-0.272, 1.574, -1.481], [0.582, -0.366, -0.691], [0.423, -1.190, 0.167], [-0.046, -0.922, 1.373], [0.483, -2.267, -0.006], [-0.201, -0.054, 1.360]], "atomic_forces_ev_per_a": [[0.4, 1.6, -0.9], [-0.3, -0.5, -1.4], [1.8, 2.1, 3.1], [-1.4, -4.6, -1.5], [-0.6, 1.4, 0.7], [0.3, 0.1, 0.0], [-0.8, -0.5, -0.9], [1.1, -5.5, 0.3], [0.4, -0.1, 0.1], [-1.1, 6.0, 0.4]], "e_above_lowest_kcal_mol": 83.4, "gap_ev": 10.764, "homo_ha": -0.3703, "smiles": "[O-][N+]1=NN1.O=CO", "e_tot_ev": -11692.268, "total_charge": 0}

=====

# 3
{"formula": "C22H25N3OS", "method": "ωB97M-V with the def2-TZVPD basis set", "symbols": ["C", "C", "C", "C", "C", "C", "C", "H", "H", "S", "C", "N", "C", "C", "C", "C", "C", "C", "C", "C", "H", "C", "O", "N", "H", "C", "C", "H", "H", "C", "N", "C", "H", "H", "H", "C", "H", "H", "H", "H", "H", "H", "H", "H", "H", "H", "H", "H", "H", "H", "H", "H"], "positions_angstrom": [[-3.827, 3.184, 1.154], [-3.714, 1.995, 0.427], [-2.989, 0.986, 0.911], [-2.710, -0.286, 0.280], [-3.230, -0.443, -0.988], [-4.130, 0.337, -1.404], [-4.222, 1.482, -0.665], [-4.999, 2.391, -1.351], [-4.752, 0.177, -2.478], [-3.213, -2.116, -1.727], [-1.640, -2.488, -1.811], [-1.092, -3.664, -1.934], [0.434, -3.703, -1.835], [0.616, -5.201, -1.829], [2.078, -5.393, -1.960], [3.038, -4.529, -1.724], [2.723, -3.056, -1.660], [1.283, -2.836, -1.696], [0.595, -1.369, -1.776], [-0.670, -1.344, -1.672], [-1.008, -0.242, -1.882], [1.596, -0.471, -1.656], [2.518, -0.227, -2.415], [1.226, 0.531, -0.725], [0.381, 0.571, -0.449], [1.979, 1.949, -0.583], [3.202, 1.786, 0.597], [3.650, 1.001, 0.182], [3.580, 2.570, 0.790], [2.399, 1.203, 1.911], [1.061, 1.907, 2.096], [0.464, 1.234, 3.065], [0.926, 1.071, 4.138], [0.280, 0.231, 2.816], [-0.429, 1.725, 3.409], [1.218, 3.218, 2.592], [2.050, 3.411, 3.367], [1.877, 3.677, 2.031], [0.441, 3.722, 2.810], [3.043, 1.062, 2.643], [2.142, 0.156, 1.872], [2.536, 1.855, -1.401], [1.411, 2.610, -0.376], [3.468, -2.322, -1.713], [4.040, -4.732, -1.945], [2.378, -6.327, -1.812], [0.020, -5.868, -1.768], [-2.018, -0.990, 0.828], [-2.387, 1.104, 1.705], [-4.126, 3.808, 0.336], [-2.905, 3.511, 1.472], [-4.589, 3.143, 1.804]], "atomic_forces_ev_per_a": [[-0.2, 2.3, -3.5], [1.2, -3.8, 0.5], [2.8, -5.4, -0.7], [0.8, 2.3, 2.0], [3.7, -7.8, 2.2], [-5.2, 3.9, -5.3], [-7.2, 6.3, -6.9], [2.0, -2.6, 2.1], [1.9, 0.6, 3.3], [-3.9, 0.8, -0.1], [6.7, -0.2, 0.5], [0.7, 2.1, 0.4], [-11.5, -13.5, -0.9], [13.9, 12.7, -1.5], [-7.0, -1.0, 1.6], [0.7, 8.5, -0.8], [-2.6, -5.4, -0.2], [7.3, 10.2, 0.2], [3.2, -9.1, 0.7], [-4.7, 3.8, -1.9], [-0.2, -2.1, 0.8], [1.1, 9.0, 0.4], [0.8, -1.5, 0.2], [8.7, 1.8, -1.7], [-7.4, -0.2, 2.8], [7.1, -12.4, 1.9], [-12.2, -9.2, -0.7], [3.0, -2.7, -1.3], [5.7, 10.3, 2.2], [-2.4, 1.4, -5.9], [4.4, 0.6, -1.2], [-2.8, -3.0, 6.0], [0.5, 0.7, -1.6], [-0.8, -1.5, -0.7], [-1.0, 0.1, -0.3], [6.3, -2.8, 1.3], [-1.6, -1.4, 1.0], [2.1, 3.2, -4.6], [-5.7, 3.4, 1.3], [2.9, 1.1, 4.6], [-0.4, -0.5, -1.4], [1.8, 1.1, -3.9], [-7.5, 8.4, 2.0], [0.6, 1.0, 0.2], [1.5, -0.7, 0.3], [1.2, -4.5, -0.4], [-7.9, -8.0, 0.5], [-1.0, 0.8, -1.0], [1.7, 0.6, 3.4], [-0.4, 1.6, 0.0], [1.8, 0.7, 1.3], [-2.4, 0.1, 2.8]], "e_above_lowest_kcal_mol": 405.3, "gap_ev": 8.209, "homo_ha": -0.2980, "e_tot_ev": -40555.947, "total_charge": 0}

=====

# 4
{"formula": "C5H2N4", "method": "ωB97M-V with the def2-TZVPD basis set", "symbols": ["C", "C", "C", "C", "C", "N", "N", "N", "N", "H", "H"], "positions_angstrom": [[-0.719, 1.233, -1.081], [-0.896, -0.565, 1.226], [1.369, -0.442, 1.581], [0.362, 0.405, -0.675], [0.334, -0.202, 0.680], [-1.559, 1.883, -1.523], [-1.896, -0.831, 1.726], [2.180, -0.779, 2.323], [0.186, -0.573, -1.679], [1.399, 0.800, -0.816], [-0.760, -0.930, -1.762]], "atomic_forces_ev_per_a": [[-1.0, 2.7, 0.4], [-0.1, 0.0, -0.2], [0.3, 0.0, -1.0], [2.1, -0.2, -0.1], [-1.1, 0.0, 0.8], [0.1, -0.3, 0.1], [-0.8, -0.3, 0.3], [0.6, 0.0, 0.6], [1.3, -2.3, -1.5], [-1.0, 0.4, 0.0], [-0.4, 0.0, 0.5]], "e_above_lowest_kcal_mol": 0.0, "gap_ev": [8.339, 8.440], "homo_ha": [-0.4310, -0.3917], "e_tot_ev": -11172.229, "total_charge": 0}

=====

# 5
{"formula": "C5H10N", "method": "ωB97M-V with the def2-TZVPD basis set", "symbols": ["C", "N", "C", "C", "C", "C", "H", "H", "H", "H", "H", "H", "H", "H", "H", "H"], "positions_angstrom": [[-1.592, -1.695, -1.509], [-0.487, -2.045, -1.019], [0.429, -1.244, -0.079], [0.288, 0.343, 0.109], [0.819, 1.120, 1.063], [0.580, 2.574, 1.050], [-2.175, -0.802, -1.163], [-2.167, -2.435, -1.992], [0.112, -2.904, -1.282], [1.347, -1.604, -0.372], [0.243, -1.494, 0.949], [-0.299, 0.715, -0.803], [1.273, 0.624, 1.894], [-0.068, 2.927, 0.196], [1.510, 2.963, 1.010], [0.186, 2.959, 1.949]], "atomic_forces_ev_per_a": [[-1.5, 0.3, 1.6], [3.2, 0.7, 1.0], [-2.0, 2.4, 1.3], [-0.9, -1.3, -3.2], [-2.2, -1.6, -1.3], [-2.3, -0.8, -1.3], [1.2, -0.5, -0.4], [-0.3, -0.6, -1.3], [-2.2, 1.3, 0.1], [2.4, -0.3, -0.5], [-0.3, -1.4, 0.3], [1.0, 0.3, 1.6], [0.6, 0.1, 0.5], [0.9, -0.5, 0.8], [3.1, 2.0, -0.6], [-0.7, 0.1, 1.2]], "e_above_lowest_kcal_mol": 54.6, "gap_ev": 8.354, "homo_ha": -0.4966, "smiles": "C=[NH+]C/C=C/C", "e_tot_ev": -6827.833, "total_charge": 1}